Molecular formula: C5H14
Method: DFT, wB97M-V/def2-TZVPD

Geometry (Å):
C 0.9280 -0.3322 -0.9274
C 2.2531 0.3795 -1.2546
C 0.8718 -1.7455 -1.5066
C -2.2783 0.9554 1.0214
C -1.5752 0.6858 2.3542
H -1.4678 -0.3738 2.5688
H 3.0722 -0.3245 -1.0771
H -2.2421 2.0194 0.8171
H 0.1000 0.2762 -1.2812
H 0.8185 -1.7662 -2.5935
H -0.5810 1.1306 2.3448
H -0.0140 -2.2578 -1.1202
H 1.6951 -2.3412 -1.1073
H -2.0744 1.2416 3.1598
H -3.3030 0.5567 1.0423
H -1.8205 0.3897 0.2097
H 0.8950 -0.4318 0.1613
H 2.2886 0.7647 -2.2754
H 2.4339 1.1733 -0.5360

* orbital gap: 12.581 eV
* SMILES: CCC.CC
* F_max: 0.019 Eh/bohr
* energy above the lowest of the compared OMol25 structures with the same formula, charge and spin: 4.0 kcal/mol
* E: -5411.877 eV
* charge: 0

These are the Mulliken partial charges, in e, on atoms 1 to 8: number 1, C, carries 0.109; number 2, C, carries -1.239; number 3, C, carries -1.222; number 4, C, carries -0.627; number 5, C, carries -0.884; number 6, H, carries 0.279; number 7, H, carries 0.304; number 8, H, carries 0.264


Molecular formula: C5H14
Method: DFT, wB97M-V/def2-TZVPD

Geometry (Å):
C -0.0878 0.0127 2.2529
C 1.1530 0.5710 -1.8978
C -0.3186 0.7325 -2.2359
C 0.4199 -1.4096 2.3590
C -1.2536 0.3080 -1.0680
H -0.6185 0.0893 -3.0590
H 1.5656 1.4598 -1.4322
H -0.6190 1.7295 -2.5429
H -1.2437 1.0742 -0.2881
H -0.8000 -0.5686 -0.6051
H 1.3257 -1.5154 2.9498
H 0.5381 0.5985 1.5744
H -2.2793 0.1470 -1.3796
H -1.1213 0.1160 1.9516
H 1.7435 0.3461 -2.7913
H 1.2846 -0.2947 -1.2406
H -0.2699 -2.0669 2.8799
H 0.5373 -1.8779 1.3769
H 0.0440 0.5484 3.1960

* orbital gap: 12.445 eV
* SMILES: CCC.CC
* F_max: 0.030 Eh/bohr
* energy above the lowest of the compared OMol25 structures with the same formula, charge and spin: 5.6 kcal/mol
* E: -5411.808 eV
* charge: 0

These are the Mulliken partial charges, in e, on atoms 1 to 8: number 1, C, carries -0.745; number 2, C, carries -0.950; number 3, C, carries -0.252; number 4, C, carries -0.880; number 5, C, carries -0.970; number 6, H, carries 0.269; number 7, H, carries 0.269; number 8, H, carries 0.302


Molecular formula: C5H14
Method: DFT, wB97M-V/def2-TZVPD

Geometry (Å):
C 2.9708 0.4525 1.2655
C -2.3822 0.7432 -2.4878
C 0.8050 -0.7882 1.8487
C -3.0337 -0.0740 -1.3784
C 1.8462 -0.3694 0.8953
H 2.6227 1.2532 1.9372
H 1.2824 0.0371 -0.0275
H -2.2613 0.1861 -3.4114
H 3.7859 -0.0455 1.8184
H 0.1962 0.0969 2.0986
H 2.1865 -1.2324 0.2122
H 1.2580 -1.1589 2.7830
H -2.8266 -1.1381 -1.5058
H 0.2786 -1.6135 1.3866
H -2.9561 1.6424 -2.7152
H -1.3820 1.0397 -2.1575
H -4.0904 0.0373 -1.1183
H 3.4041 0.9277 0.3779
H -2.6173 0.1327 -0.3813

* orbital gap (spin up / spin down): 10.773 / 3.470 eV
* F_max: 0.029 Eh/bohr
* energy above the lowest of the compared OMol25 structures with the same formula, charge and spin: 11.0 kcal/mol
* E: -5400.627 eV
* <S²>: 0.75
* charge: +1
* multiplicity: 2

These are the Mulliken partial charges, in e, on atoms 1 to 8: number 1, C, carries -0.972; number 2, C, carries -0.698; number 3, C, carries -0.967; number 4, C, carries -0.789; number 5, C, carries 0.178; number 6, H, carries 0.339; number 7, H, carries 0.237; number 8, H, carries 0.281


Molecular formula: C5H14
Method: DFT, wB97M-V/def2-TZVPD

Geometry (Å):
C 0.0623 0.6624 2.9489
C -0.5956 -1.9516 -2.2713
C 0.5903 -1.1772 -1.6902
C 0.2571 0.3248 -1.3078
C -0.1061 1.7916 1.9381
H 0.8051 -1.6495 -0.7258
H -0.3381 -2.9328 -2.6656
H 1.0911 0.9989 -1.1563
H 1.1196 0.3192 2.8389
H -0.0199 1.1377 3.9084
H -0.5277 -0.2544 2.8972
H -0.6317 2.7158 2.2290
H -1.1969 -1.3183 -2.8903
H 0.7605 2.1463 1.3861
H -0.2614 0.7859 -2.1385
H 1.4441 -1.0540 -2.4428
H -0.7123 1.5119 1.0790
H -0.3882 -0.0026 -0.4747
H -1.3521 -2.0540 -1.4623

* orbital gap (spin up / spin down): 12.156 / 4.217 eV
* F_max: 0.060 Eh/bohr
* energy above the lowest of the compared OMol25 structures with the same formula, charge and spin: 25.1 kcal/mol
* E: -5400.016 eV
* <S²>: 0.75
* charge: +1
* multiplicity: 2

These are the Mulliken partial charges, in e, on atoms 1 to 8: number 1, C, carries -0.792; number 2, C, carries -1.063; number 3, C, carries -0.093; number 4, C, carries -0.594; number 5, C, carries -0.766; number 6, H, carries 0.319; number 7, H, carries 0.349; number 8, H, carries 0.381


Molecular formula: C5H14
Method: DFT, wB97M-V/def2-TZVPD

Geometry (Å):
C 2.1727 2.3013 0.9396
C -1.5164 -1.4906 -0.5741
C 0.8473 2.1631 0.1677
C -0.3353 -1.0368 -1.3155
C -1.3239 -2.0534 0.7873
H 0.5390 -0.9217 -0.6620
H -2.3851 -0.8058 -0.6078
H 0.0866 2.6523 0.7346
H 0.6073 1.0875 0.0882
H 2.7046 1.3590 0.8874
H -1.7795 -3.0412 0.9256
H 2.0110 2.5718 1.9768
H -0.2796 -2.2279 1.0562
H 0.6728 2.6148 -0.8104
H 0.0199 -1.5094 -2.2525
H 2.8490 2.9809 0.4407
H -1.9452 -2.3333 -1.2414
H -0.4293 0.0100 -1.7165
H -1.7999 -1.3598 1.4940

* orbital gap (spin up / spin down): 11.769 / 4.130 eV
* F_max: 0.035 Eh/bohr
* energy above the lowest of the compared OMol25 structures with the same formula, charge and spin: 16.0 kcal/mol
* E: -5400.413 eV
* <S²>: 0.75
* charge: +1
* multiplicity: 2

These are the Mulliken partial charges, in e, on atoms 1 to 8: number 1, C, carries -0.931; number 2, C, carries 0.092; number 3, C, carries -0.376; number 4, C, carries -1.017; number 5, C, carries -1.018; number 6, H, carries 0.337; number 7, H, carries 0.452; number 8, H, carries 0.346


Molecular formula: C5H14AlCsO2
Method: DFT, wB97M-V/def2-TZVPD

Geometry (Å):
Cs -2.8473 3.5342 -3.2226
Al -0.8375 1.5793 -2.0213
O -0.6799 -0.6912 0.7468
O 1.3503 0.3831 -0.3652
C 0.0844 -1.6869 0.0993
C 1.3128 -0.9958 -0.6538
C 0.2677 -0.3404 2.9777
C -0.8788 -0.9682 2.1137
C 1.1094 1.1953 -1.5353
H -0.5550 -2.1344 -0.6863
H -1.2401 0.8457 -3.4041
H 1.2220 -0.4134 2.4391
H 1.6214 0.7938 -2.4423
H -1.8052 -0.4422 2.4056
H 2.2693 -1.4832 -0.3926
H 0.4299 -2.4827 0.7777
H -0.9796 3.1508 -2.2880
H 0.0108 0.7211 3.1222
H 1.6033 2.1737 -1.3457
H 0.3115 -0.7837 3.9868
H -1.9143 1.2173 -0.9076
H -1.0284 -2.0380 2.3379
H 1.1732 -1.1342 -1.7421

* orbital gap: 6.509 eV
* F_max: 0.059 Eh/bohr
* E: -16648.071 eV
* charge: 0

These are the Mulliken partial charges, in e, on atoms 1 to 8: number 1, Cs, carries 0.871; number 2, Al, carries 0.145; number 3, O, carries -0.263; number 4, O, carries -0.399; number 5, C, carries -0.593; number 6, C, carries -0.550; number 7, C, carries -0.827; number 8, C, carries -0.468


What is the F_max in the second record?
0.030 Eh/bohr